Entry 1:
{"formula": "H8KNO7", "method": "wB97M-V/def2-TZVPD", "species": ["K", "O", "O", "O", "O", "O", "O", "O", "N", "H", "H", "H", "H", "H", "H", "H", "H"], "positions_angstrom": [[-1.206845, 4.391514, 0.397231], [2.919264, -0.351652, -1.883842], [-1.758506, -2.890970, 0.487454], [-0.835404, 1.779073, 0.195614], [-1.503474, 2.397273, 2.985372], [-0.445944, -0.318957, -0.132222], [0.867204, -2.560833, -1.633659], [1.182640, 1.109327, -0.165711], [-0.023161, 0.831940, -0.013561], [-1.314830, 1.938757, 3.809570], [2.759879, -0.154573, -2.812013], [1.534498, -1.888861, -1.826739], [0.155322, -2.031775, -1.249828], [-1.243049, -2.087816, 0.338358], [-2.670433, -2.587594, 0.490846], [2.357726, 0.261010, -1.381762], [-0.774890, 2.164131, 2.394891]], "forces_ev_per_angstrom": [[0.058, -0.681, 0.116], [-0.001, -0.032, -0.212], [-0.030, 0.026, 0.014], [-0.203, 0.438, 0.430], [0.201, 0.407, -0.085], [0.061, 0.452, 0.241], [-0.221, 0.170, -0.148], [-0.333, 0.015, 0.272], [0.370, -0.090, -0.911], [-0.035, 0.034, 0.013], [0.039, 0.066, 0.036], [0.261, -0.061, 0.145], [0.172, -0.215, -0.052], [-0.071, -0.042, 0.145], [0.004, 0.013, -0.016], [-0.077, -0.117, 0.132], [-0.196, -0.385, -0.121]], "orbital_gap_ha": 0.296, "e_lumo_ev": -1.45, "de_lowest_ev": 0.144}


Entry 2:
{"formula": "C6H12O", "method": "wB97M-V/def2-TZVPD", "species": ["O", "C", "C", "C", "C", "C", "C", "H", "H", "H", "H", "H", "H", "H", "H", "H", "H", "H", "H"], "positions_angstrom": [[-0.679015, 0.606062, -0.089303], [0.903006, -0.241276, -1.547062], [-2.874222, 0.357939, 0.284374], [0.668665, -1.223011, 0.765880], [-1.492409, 0.283521, 0.889947], [0.687442, 0.051647, -0.066150], [1.707083, 1.042103, 0.480616], [-3.678267, 0.196541, 1.001456], [-0.201820, -1.821847, 0.484139], [0.581183, -0.987804, 1.827805], [1.799677, 1.941142, -0.137594], [2.688773, 0.552780, 0.499015], [-3.118622, 1.202318, -0.370264], [1.818389, -0.815165, -1.722488], [1.467545, 1.329795, 1.509007], [0.054635, -0.823538, -1.920090], [0.951608, 0.693169, -2.115464], [-2.857993, -0.535242, -0.359145], [1.574342, -1.809133, 0.585320]], "forces_ev_per_angstrom": [[-0.287, -0.061, 0.409], [0.043, -0.047, -0.064], [-0.216, -0.047, 0.200], [0.098, -0.090, -0.021], [-0.182, 0.176, -0.808], [0.295, -0.150, 0.039], [0.002, 0.060, 0.027], [0.159, 0.156, 0.122], [0.172, -0.060, 0.066], [0.025, -0.116, -0.143], [-0.154, -0.128, 0.076], [-0.170, 0.070, -0.026], [0.292, 0.051, 0.071], [-0.070, 0.139, 0.115], [-0.071, -0.028, -0.153], [0.153, 0.035, 0.009], [-0.004, -0.144, 0.065], [-0.073, 0.048, 0.017], [-0.015, 0.136, 0.001]], "orbital_gap_ha": 0.331, "e_lumo_ev": 0.90, "de_lowest_ev": 2.862}


Entry 3:
{"formula": "C3H3ClNO", "method": "wB97M-V/def2-TZVPD", "species": ["Cl", "O", "N", "C", "C", "C", "H", "H", "H"], "positions_angstrom": [[-2.048222, 1.474941, -0.025355], [-1.378972, -1.871986, 0.038780], [-0.686911, -0.897098, 0.042265], [0.595881, -0.709897, 0.373160], [0.694217, 0.603951, -0.265340], [-0.823256, 0.452278, -0.246849], [1.388711, -1.115672, 0.963595], [1.205619, 0.579300, -1.252331], [1.052929, 1.484180, 0.372079]], "forces_ev_per_angstrom": [[-0.283, -0.233, -0.181], [-1.492, -0.542, 0.275], [-0.100, -2.625, -0.164], [0.460, 1.859, -0.223], [1.038, 3.152, -0.498], [1.510, 0.552, 0.557], [-0.374, -1.195, 0.672], [-0.546, 0.276, 0.487], [-0.213, -1.244, -0.924]], "orbital_gap_ha": 0.277, "charge": 1, "e_lumo_ev": -7.55, "de_lowest_ev": 2.937}


Entry 4:
{"formula": "C4H8N2O", "method": "wB97M-V/def2-TZVPD", "species": ["O", "N", "N", "C", "C", "C", "C", "H", "H", "H", "H", "H", "H", "H", "H"], "positions_angstrom": [[1.139506, 0.161507, -0.771410], [0.731752, -1.802637, 0.558148], [-0.203458, -2.203092, 1.491112], [-0.097198, 0.903066, -1.140134], [0.286262, -0.721247, -0.166217], [-0.894676, -0.174449, -0.456197], [-0.063507, 2.281481, -0.527156], [1.730010, -1.799947, 0.749979], [-0.356551, -3.196051, 1.493968], [0.010683, -1.832465, 2.415900], [0.067112, 2.218330, 0.559721], [-1.010421, 2.790666, -0.735156], [-1.929328, -0.411630, -0.284781], [-0.165352, 0.921486, -2.229043], [0.755167, 2.864982, -0.958734]], "forces_ev_per_angstrom": [[0.040, -0.194, 0.134], [0.473, 0.473, -1.131], [-0.078, 0.078, 0.923], [-0.098, 0.353, -0.197], [-0.108, -0.416, 0.402], [-0.044, 0.072, -0.023], [-0.020, 0.014, -0.095], [-0.324, -0.106, 0.286], [0.217, -0.184, 0.046], [-0.205, -0.291, -0.197], [-0.023, -0.053, -0.235], [0.130, -0.007, 0.029], [0.116, 0.124, 0.017], [0.035, 0.119, -0.023], [-0.110, 0.016, 0.063]], "orbital_gap_ha": 0.325, "e_lumo_ev": 1.07, "de_lowest_ev": 3.577}